[1]
Molecular formula: C56H84F3O41
Method: DFT, the ωB97M-V functional and the def2-TZVPD basis

Geometry (Å):
1 C -1.39508 0.38973 -0.49792
2 O -0.15188 0.16913 0.14870
3 O -2.36682 -0.55191 -0.03216
4 C -1.65373 1.86720 -0.41171
5 F -1.55424 2.44182 0.80743
6 F -0.83626 2.55902 -1.16829
7 F -2.90827 2.17005 -0.77174
8 C 0.72881 -0.88485 -0.37436
9 C 1.81362 -1.12677 0.71676
10 H 2.20757 -0.17800 1.08109
11 H 1.47128 -1.63401 1.61876
12 H 2.68637 -1.62133 0.29035
13 H 1.16480 -0.57288 -1.32341
14 H 0.27407 -1.86598 -0.51112
15 H -1.22439 0.23031 -1.56261
16 C -4.58393 -0.54695 3.27688
17 C -5.18469 -0.83344 1.92151
18 C -4.94794 -2.22685 1.43738
19 O -6.20022 -2.73341 1.11540
20 C -7.14323 -1.93385 1.57026
21 O -8.33612 -2.16614 1.52218
22 O -6.59493 -0.82546 2.07009
23 H -3.49521 -0.49451 3.28309
24 H -4.73087 -1.26232 4.08604
25 H -4.95784 0.40246 3.66018
26 H -4.87024 -0.11290 1.16649
27 H -4.49355 -2.82584 2.22658
28 H -4.34456 -2.13217 0.53457
29 C 7.37124 -2.69163 3.21072
30 C 5.97694 -3.15241 3.49815
31 C 4.85397 -2.97736 2.51489
32 O 4.16003 -4.19135 2.63877
33 C 4.84996 -5.09893 3.22121
34 O 4.52578 -6.26261 3.41108
35 O 5.95525 -4.56571 3.66605
36 H 8.08303 -2.81941 4.02627
37 H 7.39688 -1.66367 2.84911
38 H 7.78238 -3.37349 2.46632
39 H 5.72214 -2.74823 4.47785
40 H 5.31959 -2.92071 1.53097
41 H 4.22799 -2.12511 2.77927
42 C 5.60359 4.43726 3.49345
43 C 5.32718 3.69502 2.19304
44 C 6.53692 3.37409 1.37123
45 O 6.45915 1.94725 1.32511
46 C 5.31214 1.50622 1.80176
47 O 4.89239 0.33568 1.80802
48 O 4.69124 2.48585 2.41296
49 H 6.15862 3.73619 4.11680
50 H 4.64676 4.65453 3.96819
51 H 6.00403 5.40862 3.20328
52 H 4.64949 4.24953 1.54392
53 H 7.46723 3.72140 1.82067
54 H 6.43811 3.80530 0.37504
55 C -5.23329 5.02682 0.90954
56 C -4.47780 4.06546 1.79315
57 C -3.32531 4.73776 2.50173
58 O -3.59591 4.38903 3.84970
59 C -4.81493 3.84630 3.97868
60 O -5.32955 3.73270 5.03986
61 O -5.30717 3.57131 2.83527
62 H -5.92691 5.59694 1.52756
63 H -5.84006 4.46641 0.19830
64 H -4.70969 5.73767 0.27030
65 H -4.24123 3.14836 1.25364
66 H -3.25013 5.81036 2.32292
67 H -2.44986 4.23845 2.08656
68 C -2.76500 -2.00634 -4.02133
69 C -1.69722 -2.75229 -3.14337
70 C -2.43052 -3.38037 -1.89555
71 O -2.14226 -4.73196 -2.04916
72 C -1.57059 -5.05719 -3.22862
73 O -1.27651 -6.21246 -3.52361
74 O -1.26400 -3.91935 -3.91852
75 H -3.35611 -1.50225 -3.25676
76 H -3.38625 -2.61554 -4.67786
77 H -2.29636 -1.23850 -4.63688
78 H -0.89684 -2.09454 -2.80448
79 H -3.51566 -3.29391 -1.83994
80 H -2.01108 -3.01826 -0.95691
81 C -6.52944 1.84779 -0.64604
82 C -6.27716 1.24778 -2.02039
83 C -5.23272 0.12842 -2.04479
84 O -5.95392 -0.99775 -2.46534
85 C -7.21565 -0.70821 -2.65896
86 O -8.06061 -1.50289 -3.07595
87 O -7.44331 0.58397 -2.42727
88 H -6.63159 1.10161 0.14192
89 H -7.40099 2.49901 -0.71245
90 H -5.62141 2.40003 -0.40397
91 H -5.98250 2.09105 -2.64503
92 H -4.86378 0.11410 -1.01923
93 H -4.48676 0.35852 -2.80551
94 C 2.25215 -6.01163 -3.22626
95 C 2.71656 -5.43313 -1.86831
96 C 1.73569 -4.51548 -1.06773
97 O 1.85510 -5.00674 0.29353
98 C 2.56060 -6.19426 0.26135
99 O 2.80898 -6.81657 1.30431
100 O 2.85845 -6.53626 -0.98116
101 H 1.19510 -6.26062 -3.31979
102 H 2.82720 -6.88803 -3.52516
103 H 2.44511 -5.30374 -4.03234
104 H 3.72386 -5.02208 -1.80135
105 H 0.69479 -4.52141 -1.39115
106 H 2.04659 -3.47518 -1.16375
107 C -1.05501 5.83888 -0.40316
108 C -1.38085 5.40964 -1.88852
109 C -2.72707 4.72467 -2.07838
110 O -3.36758 5.65877 -2.99447
111 C -2.61044 6.70735 -3.28296
112 O -2.91739 7.62294 -4.07651
113 O -1.49272 6.65804 -2.56076
114 H -0.31522 6.63710 -0.46369
115 H -0.69803 4.91470 0.05133
116 H -1.96656 6.12110 0.12364
117 H -0.56164 4.78973 -2.25281
118 H -3.21291 4.58822 -1.11224
119 H -2.55591 3.79661 -2.62383
120 C 2.28911 1.48919 -3.97257
121 C 1.66323 0.43127 -4.93780
122 C 0.16836 0.11219 -4.70416
123 O -0.45680 0.13986 -5.95792
124 C 0.39054 0.76821 -6.82461
125 O 0.15901 0.97401 -8.04366
126 O 1.51943 1.13226 -6.14324
127 H 1.55834 2.29637 -3.92202
128 H 3.28359 1.79603 -4.29653
129 H 2.36498 0.99641 -3.00328
130 H 2.22933 -0.49852 -4.99363
131 H -0.28263 0.76760 -3.95908
132 H 0.21327 -0.92859 -4.38347
133 C 0.17473 2.21102 3.49644
134 C -0.95886 1.14425 3.65319
135 C -0.71981 -0.29272 3.24920
136 O -1.01940 -1.05700 4.44036
137 C -1.23525 -0.22813 5.49459
138 O -1.47153 -0.62952 6.64177
139 O -1.13731 1.06567 5.08368
140 H 0.35322 2.32505 2.42721
141 H 1.10052 1.87990 3.96694
142 H -0.06617 3.20179 3.88173
143 H -1.81959 1.60159 3.16525
144 H 0.30804 -0.46800 2.93154
145 H -1.40004 -0.66365 2.48252
146 C -1.05340 -4.19375 2.20787
147 C -2.36542 -4.58235 2.97929
148 C -3.30085 -5.42749 2.12475
149 O -3.17458 -6.69309 2.81057
150 C -2.40102 -6.67189 3.80309
151 O -2.17743 -7.61837 4.50993
152 O -2.00966 -5.42891 4.02379
153 H -0.55582 -3.36689 2.71464
154 H -1.24104 -3.78182 1.21630
155 H -0.36773 -5.03291 2.09054
156 H -2.88811 -3.67493 3.28176
157 H -2.91505 -5.55456 1.11326
158 H -4.37501 -5.26084 2.20542
159 C 1.86876 3.01816 -0.13680
160 C 2.49699 3.92959 -1.10805
161 C 2.82199 5.34621 -0.71397
162 O 4.08196 5.52936 -1.30809
163 C 4.57000 4.37043 -1.76003
164 O 5.65855 4.18797 -2.25805
165 O 3.77923 3.37359 -1.41474
166 H 0.96107 3.48006 0.25161
167 H 2.43861 2.83800 0.77474
168 H 1.59940 2.10043 -0.65960
169 H 1.92566 4.04491 -2.02913
170 H 2.91195 5.44206 0.36807
171 H 2.01756 5.98779 -1.07364
172 C 6.02166 0.13264 -1.39246
173 C 5.77630 -0.92058 -2.46079
174 C 5.76396 -2.38079 -2.04812
175 O 4.43930 -2.76240 -2.34050
176 C 3.68696 -1.79697 -2.77320
177 O 2.49703 -1.85710 -2.95587
178 O 4.44694 -0.70730 -2.89656
179 H 5.76065 1.13467 -1.73292
180 H 7.05372 0.14404 -1.04202
181 H 5.34016 -0.11635 -0.57903
182 H 6.49317 -0.76977 -3.26791
183 H 5.93669 -2.67942 -1.01415
184 H 6.43493 -3.00600 -2.63720

Output
Maximum force (Eh/bohr): 0.1033
Net charge: -1
Orbital gap (hartree): 0.2847



[2]
Molecular formula: C57H146BeN2O18
Method: DFT, the ωB97M-V functional and the def2-TZVPD basis

Geometry (Å):
1 Be 0.15180 4.29073 -0.04693
2 C 3.78622 6.72804 -3.04044
3 C 2.59092 5.86635 -3.46153
4 C 2.64929 5.63840 -4.99003
5 C 3.50604 4.44578 -5.41261
6 C 3.17345 3.20327 -4.61935
7 C 3.29841 3.42341 -3.10221
8 N 2.51599 4.58840 -2.70853
9 O 2.38106 4.69904 -1.39792
10 C 4.80562 3.45059 -2.75303
11 C 2.67277 2.15582 -2.51387
12 C 1.27713 6.61484 -3.18251
13 H 3.61945 7.73032 -3.43915
14 H 4.72954 6.35541 -3.44168
15 H 3.91936 6.78172 -1.96010
16 H 3.14486 6.50485 -5.43620
17 H 1.63953 5.63800 -5.40682
18 H 4.55260 4.67399 -5.18977
19 H 3.37375 4.29338 -6.48479
20 H 3.75547 2.32801 -4.91296
21 H 2.14253 2.98603 -4.93173
22 H 5.18532 4.34288 -3.25195
23 H 5.26125 2.54229 -3.14066
24 H 5.01917 3.59493 -1.69546
25 H 3.20739 1.22629 -2.72769
26 H 1.66581 2.00960 -2.91636
27 H 2.54405 2.17634 -1.43090
28 H 0.39400 6.04416 -3.48070
29 H 1.26311 7.48836 -3.84092
30 H 1.09464 6.93119 -2.15741
31 C 1.40298 0.04218 2.27382
32 C 0.81773 -0.31857 0.89802
33 C 0.23546 -1.72301 1.06859
34 C -0.64480 -2.17738 -0.09011
35 C -1.76797 -1.13242 -0.15702
36 C -1.27327 0.32288 -0.38816
37 N -0.20979 0.63864 0.55194
38 O 0.16581 1.96862 0.56891
39 C -2.52353 1.18481 -0.24515
40 C -0.75367 0.39239 -1.83502
41 C 2.01069 -0.36315 -0.07473
42 H 0.56563 0.29990 2.92367
43 H 2.01309 0.94514 2.24187
44 H 1.99160 -0.77966 2.68363
45 H -0.33742 -1.76366 1.99830
46 H 1.05611 -2.44011 1.16628
47 H -1.06405 -3.13412 0.22939
48 H -0.08767 -2.25846 -1.02087
49 H -2.56421 -1.21896 0.58369
50 H -2.29841 -1.40759 -1.08240
51 H -2.90998 1.26990 0.77483
52 H -3.37536 0.84686 -0.83462
53 H -2.25902 2.21063 -0.52331
54 H -1.57610 0.40465 -2.55927
55 H -0.14621 -0.48462 -2.05026
56 H -0.18155 1.31235 -1.97438
57 H 2.81154 -0.97520 0.34718
58 H 2.46380 0.59703 -0.32101
59 H 1.73478 -0.75166 -1.06015
60 C -4.69902 2.98820 -3.03483
61 C -3.26627 3.11766 -3.49706
62 O -2.74766 4.42858 -3.29982
63 H -5.18801 2.02795 -3.20842
64 H -5.35550 3.80012 -3.35920
65 H -4.79041 3.06786 -1.94522
66 H -3.08371 2.74432 -4.50859
67 H -2.62364 2.51099 -2.85227
68 H -3.20098 5.03225 -3.89704
69 C 5.28014 -1.88294 4.17621
70 C 6.55338 -1.54981 3.42234
71 O 7.63739 -2.36864 3.88313
72 H 5.08786 -2.94125 3.97585
73 H 4.41334 -1.35564 3.76831
74 H 5.37320 -1.67075 5.23857
75 H 6.92734 -0.54216 3.60579
76 H 6.39567 -1.69702 2.34840
77 H 7.36405 -3.27398 3.69784
78 C 3.03120 4.62078 3.85770
79 C 2.05949 3.83516 2.97461
80 O 1.95532 4.52142 1.73115
81 H 4.05713 4.51986 3.50116
82 H 3.04094 4.23526 4.88040
83 H 2.66961 5.64351 3.95271
84 H 1.08488 3.83456 3.45914
85 H 2.39922 2.81156 2.81369
86 H 2.83628 4.55708 1.34071
87 C 4.03878 -2.50420 -2.93426
88 C 3.37470 -2.41047 -4.28702
89 O 3.63831 -3.58133 -5.04300
90 H 5.11931 -2.56460 -3.06652
91 H 3.68677 -3.38040 -2.38446
92 H 3.78922 -1.65892 -2.28951
93 H 3.71185 -1.48648 -4.77130
94 H 2.29707 -2.26533 -4.15373
95 H 3.49434 -3.37862 -5.97147
96 C -4.78555 -3.63262 -0.16447
97 C -5.40813 -2.26279 -0.22146
98 O -6.62291 -2.23866 0.55227
99 H -5.45532 -4.48914 -0.21355
100 H -4.28484 -3.67918 0.80573
101 H -4.06006 -3.71013 -0.97711
102 H -5.76980 -2.02379 -1.22878
103 H -4.73822 -1.50057 0.17983
104 H -7.03760 -1.37254 0.39617
105 C 1.94769 0.90386 5.85549
106 C 1.46849 2.21032 6.46542
107 O 2.09926 2.50975 7.70902
108 H 2.99336 0.72544 6.14449
109 H 2.00158 0.91778 4.76774
110 H 1.47677 0.00268 6.25054
111 H 0.40279 2.06482 6.68631
112 H 1.53583 3.07761 5.81764
113 H 2.06111 1.69278 8.21554
114 O -0.18675 3.77645 -2.30500
115 H 0.59297 4.04372 -2.82032
116 H -0.92928 3.76590 -2.92653
117 C -2.27849 2.06208 5.36211
118 C -1.55179 1.30482 4.25946
119 C -2.33967 0.20539 3.59247
120 O -1.13821 2.29986 3.32271
121 H -3.15205 2.57283 4.94087
122 H -1.68614 2.88081 5.76638
123 H -2.69201 1.37898 6.10568
124 H -0.63360 0.86794 4.68204
125 H -2.48904 -0.63951 4.26141
126 H -1.79805 -0.12163 2.69946
127 H -3.29302 0.59174 3.21938
128 H -0.88147 1.77592 2.54536
129 C -0.35807 1.94723 -5.68025
130 C 0.65603 0.94046 -6.24618
131 C 0.82903 -0.16350 -5.21186
132 O 0.17854 0.34022 -7.45097
133 H -0.19661 2.90446 -6.18268
134 H -0.31965 2.05177 -4.59669
135 H -1.36584 1.64079 -5.97493
136 H 1.57044 1.46941 -6.50608
137 H -0.12226 -0.59271 -4.88378
138 H 1.27117 0.24292 -4.29656
139 H 1.45852 -0.98420 -5.54552
140 H -0.70621 0.01670 -7.25134
141 C -0.88525 -4.14670 -3.76446
142 C -0.06363 -5.25767 -4.39068
143 C 0.92383 -5.84513 -3.38046
144 O -1.03090 -6.24447 -4.75507
145 H -1.57148 -3.69834 -4.48138
146 H -0.22738 -3.35836 -3.38921
147 H -1.42621 -4.56196 -2.91358
148 H 0.56561 -4.96301 -5.23706
149 H 1.61113 -5.11948 -2.93923
150 H 1.51532 -6.62816 -3.85572
151 H 0.36234 -6.23072 -2.52448
152 H -0.62322 -6.86661 -5.36516
153 C -3.70600 -4.46488 5.08847
154 C -3.03196 -4.65381 3.74735
155 C -2.65006 -3.33231 3.08661
156 O -1.80788 -5.38162 3.91872
157 H -2.96100 -4.09870 5.79708
158 H -4.13014 -5.39132 5.47617
159 H -4.52643 -3.74947 5.00176
160 H -3.73165 -5.17449 3.08235
161 H -2.13035 -3.52615 2.14920
162 H -2.02478 -2.72662 3.74237
163 H -3.56273 -2.75479 2.90304
164 H -1.83292 -6.11361 3.28083
165 C -2.40533 -6.60266 0.21263
166 C -2.07104 -7.89516 0.91727
167 C -0.87226 -8.57697 0.24983
168 O -1.73205 -7.61939 2.28088
169 H -3.19713 -6.02730 0.69275
170 H -2.77344 -6.83278 -0.78856
171 H -1.52792 -5.95716 0.14048
172 H -2.90438 -8.60523 0.91503
173 H 0.00905 -7.94408 0.37798
174 H -1.06803 -8.70208 -0.81477
175 H -0.62687 -9.51774 0.74508
176 H -1.62780 -8.45338 2.74790
177 C -7.09856 4.22897 3.44666
178 C -5.58375 4.11408 3.64495
179 C -4.99137 3.13572 2.65619
180 O -5.01763 5.40599 3.52581
181 H -7.70074 3.37822 3.76926
182 H -7.30832 4.49737 2.40921
183 H -7.49434 5.02713 4.08617
184 H -5.40377 3.75530 4.66583
185 H -5.25143 3.48371 1.65579
186 H -5.27413 2.08822 2.75243
187 H -3.90294 3.13655 2.77026
188 H -5.68308 6.08608 3.64712
189 C 2.81599 -5.86714 0.63894
190 C 3.95855 -5.12595 1.33320
191 C 3.88378 -3.62852 1.07474
192 O 3.84091 -5.38220 2.73501
193 H 1.84502 -5.47297 0.96138
194 H 2.81322 -6.90427 0.97355
195 H 2.86453 -5.73067 -0.44203
196 H 4.92794 -5.48555 0.98790
197 H 3.78921 -3.37953 0.01737
198 H 4.80411 -3.19933 1.47625
199 H 3.03903 -3.18086 1.60296
200 H 2.94981 -5.09678 2.96649
201 C 5.05926 1.74535 2.07454
202 C 6.09659 1.40686 1.00565
203 C 5.63452 0.45055 -0.08097
204 O 6.58611 2.60362 0.37980
205 H 5.48457 2.44939 2.78694
206 H 4.85909 0.81039 2.60204
207 H 4.14092 2.09327 1.59868
208 H 6.94268 0.96623 1.54737
209 H 6.46453 0.03831 -0.65663
210 H 4.90056 0.89865 -0.75117
211 H 5.13697 -0.40604 0.38797
212 H 7.44329 2.37058 0.01199
213 C -5.89369 1.20547 0.06673
214 C -7.36646 1.35038 0.34580
215 C -8.03208 2.29252 -0.66394
216 O -8.00323 0.07816 0.06694
217 H -5.36294 0.60249 0.80136
218 H -5.43941 2.19498 0.05562
219 H -5.75115 0.80661 -0.93954
220 H -7.62273 1.62126 1.37252
221 H -7.97418 1.87055 -1.66562
222 H -7.60748 3.29871 -0.63003
223 H -9.09188 2.39656 -0.41594
224 H -8.92426 0.17503 0.32747

Output
Maximum force (Eh/bohr): 0.0719
Orbital gap (hartree): 0.1520



DFT total energy, record by record: -5568.85975 -3737.58321 hartree